Molecular formula: C5H6FN2
Method: DFT, ωB97M-V/def2-TZVPD

CARTESIAN COORDINATES (ANGSTROEM)
C 0.377 -0.392 0.839
H -0.476 1.409 0.091
F 0.647 -1.928 0.336
C -0.231 0.412 -0.318
H 1.459 -0.103 0.942
C -0.537 -0.416 2.050
N -1.049 -1.239 2.769
C -1.507 -0.163 -0.758
N -2.499 -0.596 -1.164
C 0.724 0.560 -1.506
H 1.657 1.026 -1.161
H 0.960 -0.431 -1.917
H 0.281 1.180 -2.300
H 0.193 0.683 2.095

Computed properties:
Total charge = -1
Highest occupied orbital energy = -0.085 hartree
E_tot = -403.39689 hartree
Kohn-Sham gap = 5.9910 eV
Strongest force on any atom = 3.9 eV Å⁻¹


Molecular formula: C47H58FeN2P2S2SbSi3
Method: DFT, ωB97M-V/def2-TZVPD

CARTESIAN COORDINATES (ANGSTROEM)
Fe 11.710 13.610 12.179
S 13.851 13.822 10.534
P 12.972 15.709 11.000
C 11.469 15.504 12.048
P 9.732 15.773 11.705
S 8.866 14.355 10.621
C 9.210 17.282 10.761
C 10.039 18.413 10.821
C 9.519 19.610 10.358
C 8.289 19.688 9.705
C 7.531 18.555 9.547
C 8.063 17.319 9.932
C 8.663 16.187 13.077
C 7.315 16.060 12.940
C 6.471 16.336 14.065
C 7.014 16.547 15.305
C 8.388 16.751 15.445
C 9.210 16.889 14.262
C 14.216 16.987 11.503
C 13.957 18.386 11.527
C 14.968 19.313 11.861
C 16.210 18.868 12.298
C 16.501 17.522 12.160
C 15.525 16.610 11.802
C 12.484 16.307 9.348
C 11.230 16.179 8.815
C 10.898 16.684 7.566
C 11.775 17.451 6.869
C 13.042 17.679 7.416
C 13.402 17.086 8.628
H 11.054 18.322 11.179
H 10.111 20.493 10.603
H 7.994 20.610 9.203
H 6.572 18.622 9.025
H 7.560 16.370 9.660
H 6.872 15.721 11.979
H 5.378 16.363 13.891
H 6.281 16.601 16.145
H 8.881 16.900 16.412
H 10.265 16.377 14.515
H 12.992 18.832 11.140
H 14.774 20.353 11.780
H 16.980 19.566 12.595
H 17.535 17.181 12.258
H 15.790 15.575 11.750
H 10.441 15.618 9.305
H 9.944 16.439 7.095
H 11.558 17.938 5.923
H 13.775 18.239 6.812
H 14.394 17.231 9.093
C 14.736 13.060 14.843
Sb 12.846 12.364 13.969
C 10.742 13.720 13.733
C 9.679 13.148 14.523
C 8.498 12.651 13.891
C 7.506 11.992 14.617
C 7.629 11.950 15.996
C 8.845 12.397 16.553
N 9.772 13.041 15.865
Si 11.638 15.486 14.138
C 12.960 16.868 14.417
C 9.680 18.381 14.129
C 12.176 15.020 15.925
C 13.261 10.133 13.196
C 12.477 10.350 11.996
C 12.167 9.237 11.201
C 11.539 9.418 9.964
C 11.034 10.686 9.656
C 11.265 11.735 10.517
N 12.043 11.622 11.625
Si 15.096 9.609 13.086
C 16.103 10.028 14.632
C 15.701 10.883 11.813
C 15.408 7.833 12.522
Si 12.321 8.906 14.463
C 10.578 9.620 14.713
C 12.185 7.138 13.801
C 13.113 8.843 16.149
H 14.799 14.151 14.954
H 15.436 12.673 14.109
H 14.974 12.617 15.795
H 8.376 12.867 12.835
H 6.648 11.577 14.052
H 6.826 11.528 16.608
H 9.083 12.295 17.626
H 13.002 17.790 13.769
H 14.018 16.533 14.359
H 12.866 17.194 15.484
H 10.538 18.428 13.412
H 9.947 18.720 15.114
H 8.945 19.029 13.718
H 13.225 15.128 16.221
H 11.799 14.009 16.110
H 11.551 15.628 16.651
H 12.499 8.259 11.490
H 11.379 8.592 9.312
H 10.545 10.982 8.718
H 10.912 12.769 10.281
H 16.976 10.621 14.287
H 16.558 9.096 15.075
H 15.575 10.520 15.443
H 15.367 11.934 11.933
H 15.408 10.667 10.743
H 16.811 10.863 11.802
H 15.278 7.108 13.363
H 16.464 7.740 12.140
H 14.714 7.509 11.722
H 10.190 10.120 13.834
H 10.565 10.263 15.575
H 9.945 8.749 15.054
H 11.248 6.983 13.258
H 12.119 6.498 14.729
H 12.981 6.795 13.120
H 13.146 9.838 16.681
H 14.145 8.461 16.183
H 12.537 8.159 16.813

Computed properties:
Total charge = 0
Highest occupied orbital energy (alpha / beta) = -0.197 / -0.252 hartree
E_tot = -5786.49055 hartree
Kohn-Sham gap (alpha / beta) = 5.6340 / 5.6468 eV
Strongest force on any atom = 3.3 eV Å⁻¹
2S+1 = 6


Molecular formula: BrCaCl3
Method: DFT, ωB97M-V/def2-TZVPD

CARTESIAN COORDINATES (ANGSTROEM)
Ca -0.170 0.135 -0.003
Cl -1.407 1.092 2.195
Cl -1.616 -1.543 -1.453
Cl 1.744 -1.469 0.996
Br 1.449 1.786 -1.733

Computed properties:
Total charge = -2
Highest occupied orbital energy = -0.089 hartree
E_tot = -4632.53724 hartree
Kohn-Sham gap = 8.2816 eV
Strongest force on any atom = 0.6 eV Å⁻¹


Molecular formula: C8H32O9
Method: DFT, ωB97M-V/def2-TZVPD

CARTESIAN COORDINATES (ANGSTROEM)
C 0.090 4.820 2.488
O -0.313 3.379 2.607
C -0.666 2.620 1.459
C -2.078 2.874 0.744
O -3.202 2.715 1.556
C -3.470 3.759 2.446
H -0.702 5.567 2.446
H 0.829 5.068 1.725
H 0.467 5.095 3.473
H -0.488 1.600 1.801
H -0.018 2.716 0.588
H -2.299 2.589 -0.284
H -1.931 3.939 0.560
H -3.749 4.684 1.942
H -2.786 3.861 3.289
H -4.357 3.455 3.002
O 0.417 -0.305 -0.075
H -0.525 -0.144 -0.116
H 0.499 -1.258 -0.089
O -1.033 -1.562 -3.322
H -1.175 -0.963 -2.589
H -1.176 -2.433 -2.951
O -2.603 -0.933 -0.745
H -3.103 -0.865 0.068
H -3.204 -1.349 -1.363
C -1.527 -5.020 -2.087
O -1.856 -3.745 -1.644
H -1.460 -5.676 -1.219
H -2.144 -5.483 -2.857
H -0.520 -5.016 -2.504
H -1.300 -3.473 -0.910
C 1.457 -3.416 1.333
O 0.759 -3.300 0.098
H 0.701 -3.788 2.024
H 2.237 -4.171 1.231
H 1.843 -2.418 1.544
H 1.115 -3.837 -0.615
C 4.545 -0.389 0.382
O 3.349 -1.026 -0.044
H 5.446 -1.000 0.415
H 4.541 0.523 -0.215
H 4.386 -0.018 1.394
H 2.625 -0.441 0.189
C 2.240 0.326 -2.788
O 1.753 1.336 -1.950
H 3.248 0.499 -3.162
H 2.078 -0.686 -2.415
H 1.638 0.396 -3.694
H 1.421 0.895 -1.165

Computed properties:
Total charge = 0
Highest occupied orbital energy = -0.338 hartree
E_tot = -1000.99053 hartree
Kohn-Sham gap = 9.5696 eV
Strongest force on any atom = 3.1 eV Å⁻¹


Molecular formula: C15H25N3O
Method: DFT, ωB97M-V/def2-TZVPD

CARTESIAN COORDINATES (ANGSTROEM)
C -3.453 -0.829 -0.008
C -3.352 0.570 0.416
C -2.805 1.712 -0.225
C -2.155 1.604 -1.517
H -2.406 0.577 -2.244
H -2.565 2.429 -2.014
C -0.781 1.588 -1.066
C -0.208 0.480 -0.704
C -0.158 0.357 0.640
C 0.398 -0.950 1.431
H -0.570 -1.215 1.886
H 0.908 -0.530 2.168
C 1.119 -2.048 0.395
C 2.520 -1.317 0.243
N 2.740 -0.192 0.258
N 3.875 0.350 0.254
C 4.149 1.588 0.309
O 5.143 2.219 0.098
N 3.102 2.494 0.609
H 2.117 1.901 0.869
H 2.949 3.384 0.629
H 4.626 -0.057 -0.044
C 3.474 -2.308 -0.258
H 2.946 -3.345 -0.246
H 3.869 -1.946 -1.527
H 4.406 -2.496 0.363
H 1.171 -3.037 0.981
C 0.335 -1.835 -0.830
H -0.787 -2.378 -0.440
H 0.793 -2.777 -1.383
C 0.225 -0.540 -1.561
H -0.528 -0.741 -2.465
H 1.219 -0.362 -1.925
H -0.432 1.020 1.354
H -0.210 1.803 -2.180
H -0.452 2.779 -0.554
H -2.997 2.596 0.113
C -4.205 0.757 2.006
H -5.248 0.420 1.688
H -3.813 0.276 2.600
H -4.140 1.699 2.218
H -4.665 -1.087 -0.040
H -3.174 -1.535 0.688
H -2.981 -1.076 -0.981

Computed properties:
Total charge = 0
Highest occupied orbital energy = -0.311 hartree
E_tot = -825.51901 hartree
Kohn-Sham gap = 8.9883 eV
Strongest force on any atom = 17.7 eV Å⁻¹


Molecular formula: C23H17BrMnN7O2S
Method: DFT, ωB97M-V/def2-TZVPD

CARTESIAN COORDINATES (ANGSTROEM)
Mn 0.272 -0.148 0.213
S -6.728 0.370 -3.065
N -5.637 1.499 -2.708
C -4.577 0.918 -2.163
C -3.384 1.565 -1.702
C -3.169 2.942 -1.809
C -1.969 3.460 -1.369
C -1.018 2.601 -0.823
N -1.211 1.294 -0.689
C -2.376 0.762 -1.126
C -2.537 -0.675 -1.020
N -1.519 -1.378 -0.477
C -1.612 -2.700 -0.431
C -2.722 -3.406 -0.887
C -3.784 -2.709 -1.423
C -3.698 -1.316 -1.504
C -4.730 -0.498 -2.067
N -5.897 -0.906 -2.545
H -3.941 3.558 -2.242
H -1.759 4.515 -1.450
H -0.054 2.973 -0.496
H -0.754 -3.224 -0.027
H -2.745 -4.482 -0.819
H -4.672 -3.202 -1.787
Br 7.858 0.248 -1.134
C 6.195 -0.257 -1.889
C 6.137 -0.816 -3.163
N 4.994 -1.188 -3.700
C 3.870 -1.050 -3.029
C 3.827 -0.489 -1.752
C 5.022 -0.078 -1.171
C 2.525 -0.339 -1.041
O 1.728 -1.314 -0.993
O 2.218 0.761 -0.513
H 7.025 -0.963 -3.762
H 2.969 -1.377 -3.528
H 5.046 0.360 -0.185
C 1.509 2.302 5.167
C 1.052 1.216 4.272
C 0.629 -0.072 4.548
C 0.334 -0.652 3.313
N 0.554 0.230 2.332
N 0.988 1.358 2.934
C -0.146 -2.018 2.976
H 1.540 1.954 6.196
H 0.839 3.160 5.104
H 2.504 2.641 4.882
H 0.547 -0.532 5.510
H 1.260 2.167 2.392
H 0.152 -2.732 3.739
H 0.282 -2.310 2.005
H -1.236 -2.024 2.907

Computed properties:
Total charge = +1
Highest occupied orbital energy (alpha / beta) = -0.411 / -0.411 hartree
E_tot = -5543.49063 hartree
Kohn-Sham gap (alpha / beta) = 7.4552 / 7.3690 eV
Strongest force on any atom = 1.4 eV Å⁻¹
2S+1 = 2